No. 1
122
Properties=species:S:1:pos:R:3 method="wB97M-V/def2-TZVPD" homo_lumo_gap_ha=0.235 charge=0 e_tot_ha=-12027.1033 lumo_ev=-1.91 e_above_lowest_kj_mol=0.0 e_homo_ev=-8.294
C 6.01 -0.47 -0.39
C 5.59 0.89 -1.13
O 5.56 1.97 -0.12
C 4.16 2.35 -0.09
C 3.22 1.30 0.64
C 1.71 1.64 0.66
C 1.19 2.97 -0.01
C 2.12 4.00 -0.70
C 1.44 5.30 -1.33
C 0.67 5.01 -2.73
O 0.44 3.84 -3.08
I 0.02 6.74 -3.94
C 3.64 3.66 -0.72
O 4.51 4.63 -1.37
N 4.29 4.59 -2.74
O 4.93 3.69 -3.21
S -0.67 3.17 0.06
C -1.23 1.42 -0.27
C -2.45 1.09 -1.19
C -3.23 2.33 -1.83
C -4.53 1.91 -2.69
F -4.15 1.98 -4.11
C -2.76 -0.41 -1.41
C -1.90 -1.56 -0.77
C -2.21 -3.09 -1.04
Br -0.82 -4.21 -1.97
C -3.42 -3.76 -0.71
C -4.63 -2.99 0.00
Br -3.72 -5.70 -1.07
C -0.70 -1.19 0.18
Br 0.33 -2.68 1.02
C -0.34 0.32 0.43
N 0.80 0.69 1.31
H 5.46 -0.67 0.58
H 5.94 -1.40 -1.06
H 7.13 -0.36 -0.11
H 4.59 0.82 -1.69
H 6.38 1.10 -1.95
H 3.64 0.36 1.12
H 2.24 6.11 -1.44
H 0.61 5.62 -0.60
H -2.50 2.81 -2.58
H -3.47 3.08 -1.00
H -5.32 2.74 -2.56
H -4.95 0.88 -2.45
H -3.63 -0.70 -2.08
H -5.59 -3.54 -0.32
H -4.53 -3.11 1.13
H -4.64 -1.88 -0.23
H 1.31 -0.15 1.62
C 4.64 -5.59 -4.95
C 5.04 -4.92 -3.86
C 4.12 -4.01 -3.14
O 4.49 -3.40 -2.16
C 2.75 -3.87 -3.67
C 2.35 -4.54 -4.75
C 3.26 -5.45 -5.47
O 2.90 -6.06 -6.46
H 5.29 -6.26 -5.49
H 6.04 -5.02 -3.46
H 2.09 -3.20 -3.13
H 1.34 -4.45 -5.15
C 4.05 8.73 -2.35
C 4.74 9.31 -3.33
C 4.35 10.63 -3.87
O 4.97 11.16 -4.77
C 3.16 11.29 -3.27
C 2.47 10.71 -2.29
C 2.86 9.39 -1.75
O 2.23 8.86 -0.85
H 4.32 7.77 -1.94
H 5.61 8.85 -3.77
H 2.89 12.25 -3.68
H 1.60 11.17 -1.84
C -2.41 -5.39 3.10
C -1.84 -6.37 3.81
C -1.50 -6.19 5.23
O -0.98 -7.08 5.88
C -1.82 -4.89 5.85
C -2.39 -3.91 5.15
C -2.73 -4.09 3.72
O -3.25 -3.19 3.08
H -2.67 -5.50 2.06
H -1.60 -7.33 3.37
H -1.57 -4.77 6.90
H -2.63 -2.95 5.59
C -7.63 -3.32 5.17
C -6.47 -3.87 4.80
C -6.26 -5.33 4.86
O -5.21 -5.83 4.52
C -7.39 -6.16 5.33
C -8.55 -5.61 5.70
C -8.76 -4.15 5.65
O -9.81 -3.64 5.98
H -7.79 -2.25 5.14
H -5.63 -3.27 4.45
H -7.23 -7.23 5.36
H -9.39 -6.20 6.05
C 6.58 4.42 -8.90
C 6.25 5.58 -8.34
C 5.53 5.62 -7.04
O 5.22 6.68 -6.52
C 5.21 4.33 -6.40
C 5.54 3.17 -6.97
C 6.26 3.13 -8.26
O 6.57 2.07 -8.78
H 7.11 4.37 -9.85
H 6.48 6.54 -8.79
H 4.69 4.38 -5.46
H 5.31 2.22 -6.51
C -3.74 -4.77 8.80
C -4.88 -5.45 8.82
C -6.17 -4.78 9.06
O -7.22 -5.40 9.07
C -6.15 -3.32 9.27
C -5.01 -2.63 9.25
C -3.71 -3.30 9.01
O -2.67 -2.68 9.00
H -2.78 -5.25 8.64
H -4.91 -6.52 8.67
H -7.11 -2.84 9.43
H -4.97 -1.56 9.40

No. 2
115
Properties=species:S:1:pos:R:3 method="wB97M-V/def2-TZVPD" homo_lumo_gap_ha=0.172 charge=-1 e_tot_ha=-4965.2435 lumo_ev=0.59 e_above_lowest_kj_mol=370.9 e_homo_ev=-4.085
Pb -0.25 -0.56 0.67
I -7.28 -2.46 -6.06
C -5.91 -1.70 -4.67
C -5.69 -0.33 -4.62
C -4.77 0.16 -3.71
C -4.09 -0.69 -2.85
C -4.34 -2.05 -2.90
C -5.25 -2.57 -3.82
C -3.09 -0.16 -1.87
C -1.95 0.40 -2.43
C -1.68 0.51 -3.84
C -0.46 1.10 -3.96
C 0.01 1.31 -2.62
C 1.43 1.73 -2.20
C 2.27 1.98 -3.43
C 3.17 1.06 -3.95
C 3.88 1.35 -5.12
C 3.67 2.56 -5.76
I 4.76 3.01 -7.49
C 2.77 3.48 -5.26
C 2.07 3.18 -4.10
C 1.52 1.67 -0.16
N 1.44 1.42 1.09
C 1.76 2.30 2.09
C 1.30 2.06 3.36
C 2.04 2.60 4.54
C 2.79 1.72 5.32
C 3.53 2.16 6.40
C 3.53 3.52 6.72
I 4.67 4.21 8.32
C 2.77 4.41 5.98
C 2.02 3.94 4.91
C 0.12 1.25 3.66
C -0.40 1.16 5.03
C -1.61 0.59 4.96
C -1.87 0.34 3.55
N -0.74 0.71 2.81
C -3.07 -0.09 3.06
C -3.50 -0.26 1.68
C -4.84 -0.55 1.28
C -4.82 -0.59 -0.10
C -3.48 -0.31 -0.50
N -2.71 -0.12 0.61
C -4.16 -0.35 4.06
C -4.57 -1.65 4.32
C -5.58 -1.91 5.24
C -6.19 -0.85 5.89
I -7.71 -1.23 7.27
C -5.79 0.45 5.65
C -4.78 0.70 4.73
C 2.68 3.40 1.78
C 3.14 3.82 0.59
N -0.85 0.90 -1.72
H -6.22 0.34 -5.28
H -4.59 1.23 -3.65
H -3.80 -2.72 -2.24
H -5.41 -3.64 -3.87
H -2.31 0.15 -4.64
H 0.07 1.34 -4.88
H 3.36 0.13 -3.43
H 4.59 0.63 -5.51
H 2.60 4.42 -5.77
H 1.34 3.89 -3.72
H 2.80 0.67 5.06
H 4.12 1.47 6.99
H 2.75 5.46 6.24
H 1.40 4.64 4.35
H 0.11 1.52 5.91
H -2.28 0.38 5.77
H -5.69 -0.69 1.92
H -5.66 -0.75 -0.75
H -4.09 -2.47 3.80
H -5.89 -2.93 5.43
H -6.27 1.28 6.16
H -4.46 1.71 4.53
H 3.06 3.95 2.63
H 3.85 4.64 0.65
C 2.47 -4.72 3.67
S 2.03 -5.22 1.99
C 1.54 -3.61 1.36
S 0.05 -2.95 2.04
N 2.36 -3.13 0.49
N 2.01 -1.90 -0.08
C 3.08 -1.22 -0.42
C 3.08 0.07 -0.97
C 4.18 0.98 -0.99
C 4.13 2.33 -1.05
C 2.96 3.32 -0.84
C 1.51 2.83 -1.08
N 1.84 0.77 -1.12
H 2.71 -5.62 4.23
H 1.64 -4.20 4.13
H 3.35 -4.07 3.64
H 4.05 -1.67 -0.21
H 5.18 0.54 -1.00
H 5.08 2.85 -1.12
H 3.13 4.18 -1.51
H 0.77 3.62 -1.02
O -1.66 -3.50 -3.26
C -0.59 -3.03 -2.93
O -0.34 -2.64 -1.69
C 0.57 -2.91 -3.90
N 1.61 -2.03 -3.37
C 2.92 -2.65 -3.54
C 2.60 -4.12 -3.30
C 1.27 -4.29 -4.05
H 0.16 -2.58 -4.85
H 0.57 -2.29 -1.63
H 1.53 -1.08 -3.72
H 3.63 -2.24 -2.82
H 3.32 -2.51 -4.56
H 2.47 -4.29 -2.23
H 3.38 -4.78 -3.67
H 0.66 -5.10 -3.65
H 1.45 -4.50 -5.11